61
Properties=species:S:1:pos:R:3:forces:R:3 method="wB97M-V/def2-TZVPD" homo_lumo_gap_ha="0.2427 / 0.2537" s2=16.1253 e_above_lowest_kcal_mol=0.0 spin_multiplicity=8 energy_ha=-2700.541228 total_charge=+1
C -0.096885 2.652369 2.167715 -0.714 0.643 -0.333
C -0.047770 3.113572 0.815731 -0.740 0.230 0.577
C -1.196731 2.594661 0.144999 -0.180 0.306 0.436
H 0.722021 3.748797 0.370627 -0.309 -0.305 0.171
C -1.970226 1.829798 1.072446 0.405 1.025 0.589
C -1.292169 1.879916 2.325717 -0.627 0.664 -0.106
H -1.674396 1.458274 3.258645 0.327 0.090 -0.414
H 0.637348 2.857044 2.950299 -0.395 -0.020 -0.533
H -1.475090 2.776471 -0.881942 0.118 0.062 0.021
H -2.944890 1.383077 0.883359 0.351 0.016 0.031
Gd 0.237265 0.614562 0.757297 1.834 -1.185 0.711
C 1.676844 -3.841048 -1.387192 0.877 0.927 -0.966
H 0.975023 1.478105 -1.054580 0.156 0.710 -0.933
H 2.739694 -4.120405 -1.384030 -0.397 -0.030 -0.118
H 1.621251 -2.789669 -1.088866 -0.079 -0.092 -0.001
Si 0.208721 0.469514 -1.933897 -0.378 -0.172 -0.805
C 1.553281 -0.082188 -3.094794 0.621 -0.489 0.183
C 2.606546 0.770361 -3.484935 -0.353 -0.398 -0.276
H 2.773120 1.697294 -2.929448 -0.041 -0.182 -0.360
C 3.379452 0.446132 -4.605998 0.052 0.170 0.088
H 4.131420 1.155591 -4.962555 -0.192 -0.303 0.156
C 3.162436 -0.747872 -5.299469 -0.280 0.013 0.158
H 3.711451 -0.962717 -6.220323 -0.108 0.053 0.415
C 2.210561 -1.656545 -4.825003 -0.152 -0.114 0.212
H 2.044888 -2.610314 -5.333446 0.163 0.328 0.123
C 1.426881 -1.340696 -3.708052 0.189 0.518 -0.593
H 0.666804 -2.037658 -3.345986 0.193 0.219 -0.297
C -1.202428 1.030832 -3.085603 -0.051 0.805 0.022
C -0.884432 1.328929 -4.426088 -0.212 -0.268 0.305
H 0.153190 1.272497 -4.762466 -0.354 -0.101 0.021
C -1.877158 1.693968 -5.333440 -0.436 0.167 0.291
H -1.588007 1.846316 -6.363830 -0.118 0.192 -0.059
C -3.208738 1.864039 -4.919727 0.439 -0.367 0.539
H -3.978147 2.215196 -5.612062 0.301 -0.250 0.190
C -3.537303 1.580891 -3.577705 0.178 0.195 -0.577
H -4.565407 1.661014 -3.229394 0.199 0.107 -0.121
C -2.549356 1.190693 -2.682402 0.431 -0.215 -0.060
H -2.833416 1.029671 -1.640194 0.102 -0.133 -0.246
H 1.253567 -3.931411 -2.396975 0.244 -0.114 0.357
H 1.141352 -4.443142 -0.709094 -0.645 -0.784 0.842
N -0.091646 -1.857786 4.699460 0.000 -0.642 -0.147
C 0.398367 -0.853225 5.517821 -0.852 0.248 -0.402
C 0.241756 -0.746003 6.884193 0.462 0.622 0.903
C 0.531922 0.503877 7.458657 -0.142 -0.696 -0.334
C 0.891699 1.594374 6.645738 0.291 -0.165 -0.788
C 1.011575 1.462342 5.249941 0.136 0.159 0.304
C 0.742051 0.218800 4.664409 -0.664 -0.897 0.177
N 0.482270 -0.177948 3.339108 -0.404 -1.819 -0.316
C -0.044573 -1.429514 3.415778 1.080 1.952 1.349
C -0.637821 -2.167407 2.324719 -0.647 -0.371 -1.719
C -1.271148 -3.387414 2.321606 0.386 0.693 -0.200
S -1.916674 -3.737665 0.744400 0.662 0.925 0.401
C -1.299293 -2.231526 0.144408 0.654 0.155 1.961
N -0.660926 -1.520994 1.086859 -1.342 -2.105 -0.539
H -0.468816 -2.754494 5.007618 0.244 0.618 -0.091
H -0.116408 -1.605663 7.457390 0.193 0.422 -0.012
H 0.463029 0.637885 8.539624 -0.070 -0.046 -0.376
H 1.079186 2.565669 7.110542 -0.036 -0.363 -0.219
H 1.281018 2.302183 4.611307 -0.060 -0.150 0.479
H -1.338334 -4.039242 3.186858 -0.234 -0.127 -0.457
H -1.387783 -1.852139 -0.877785 -0.076 -0.330 0.384